{"formula": "C3H5ClN2", "method": "ωB97M-V/def2-TZVPD", "species": ["H", "N", "C", "N", "C", "C", "Cl", "H", "H", "H", "H"], "coordinates": [[-1.509, 0.890, 0.279], [-1.849, 0.365, -0.784], [-0.832, -0.107, -1.350], [0.448, -0.220, -0.902], [0.834, -0.348, 0.458], [0.652, 0.428, 1.524], [0.497, 2.009, 1.272], [-0.837, -0.432, -2.376], [0.960, -0.958, -1.484], [0.900, -1.462, 0.811], [0.736, -0.165, 2.553]], "nbo_charge": [0.3239, -0.6580, 0.2611, -0.6330, -0.0355, -0.3280, 0.0856, 0.1625, 0.3919, 0.1814, 0.2481], "relative_energy_ev": 2.148, "gap_ev": 9.7558, "homo_energy_ha": -0.33295, "mol_weight_da": 104.54, "smiles": "[H]/N=C\\N/C=C\\Cl"}